(1)
Entry from OMol25: a molecular structure, C20H18ClN5NiO4 (ωB97M-V with the def2-TZVPD basis set).

ORCA input file:
```
! wB97M-V def2-TZVPD RIJCOSX def2/J DEFGRID3
* xyz 0 1
Ni 0.13082 -0.05300 0.13004
C -3.30790 -3.77481 4.80819
C -2.37942 -2.81678 4.11303
C -2.17307 -1.52215 4.59041
C -1.37701 -0.62030 3.91584
C -0.70524 -0.96390 2.73105
N 0.04216 -0.05546 2.00958
C 0.78696 0.89756 2.69401
C 1.52058 0.57787 3.84520
C 2.31401 1.50492 4.48757
C 2.45220 2.80361 3.99848
C 3.38209 3.79418 4.64406
C 1.73691 3.13590 2.86163
C 0.89734 2.21570 2.24383
N 0.11890 2.66179 1.13665
C -0.30649 3.91402 0.87926
C -0.94675 3.90160 -0.33765
C -0.87498 2.57394 -0.76343
N -0.23512 1.83793 0.13557
C -0.88240 -2.28056 2.29236
C -1.72405 -3.17271 2.94713
N -0.14515 -2.75965 1.17005
C 0.29715 -4.01358 0.96794
C 0.84470 -4.07246 -0.29363
C 0.69565 -2.78467 -0.80720
N 0.09322 -1.99816 0.08207
H -3.46222 -3.48385 5.84694
H -2.91216 -4.79104 4.80014
H -4.28735 -3.79999 4.32565
H -2.67007 -1.20755 5.50091
H -1.26142 0.38628 4.29692
H 1.45705 -0.43438 4.22397
H 2.86350 1.20718 5.37290
H 3.57801 3.52877 5.68264
H 2.96564 4.80186 4.62767
H 4.34298 3.82661 4.12619
H 1.84232 4.12694 2.43746
H -0.14345 4.70923 1.58419
H -1.40918 4.73208 -0.83910
H -1.23797 2.11097 -1.66494
H -1.86709 -4.16218 2.52906
H 0.20128 -4.75830 1.73806
H 1.30292 -4.92125 -0.76775
H 1.00412 -2.37790 -1.75466
O 2.47917 -0.62789 -2.80684
Cl 1.86078 0.33780 -1.96616
O 2.01780 1.66104 -2.45650
O 0.38277 0.01636 -1.88346
O 2.31455 0.21715 -0.58770
*
```

ΔE to the lowest compared entry with this formula, charge and spin: 12.9 kJ/mol
HOMO (alpha / beta): -0.267 / -0.267 Ha
Orbital gap (alpha / beta): 7.6 / 7.6 eV

---

(2)
Entry from OMol25: a molecular structure, C20H18ClN5O3Pt in a non-equilibrium geometry (ωB97M-V with the def2-TZVPD basis set).

ORCA input file:
```
! wB97M-V def2-TZVPD RIJCOSX def2/J DEFGRID3
* xyz 2 1
Pt -0.14902 0.98837 0.66270
O 1.76321 -4.36414 0.39596
C 2.80171 -3.64746 -0.03524
C 4.01743 -4.27458 -0.31346
C 5.08250 -3.55681 -0.79524
C 4.97842 -2.17360 -1.03890
C 3.80251 -1.54362 -0.78145
C 2.67922 -2.24131 -0.24604
C 1.51945 -1.45351 0.04067
O 1.44012 -0.25154 -0.34067
N 0.47865 -2.09187 0.77526
N -0.49149 -1.23919 0.99292
C -1.60009 -1.63063 1.56529
C -2.60042 -0.61103 1.84004
C -3.80331 -0.95793 2.42719
C -4.77560 0.02313 2.61161
C -4.50153 1.31042 2.20657
C -3.25723 1.58967 1.63246
N -2.32981 0.66502 1.45158
H 2.01317 -5.29415 0.47184
H 4.10221 -5.34414 -0.15979
H 6.01521 -4.06776 -0.99735
H 5.82478 -1.62313 -1.42367
H 3.69693 -0.48515 -0.96803
H -1.78182 -2.67554 1.80391
H -3.97703 -1.98213 2.73126
H -5.73070 -0.22728 3.05348
H -5.22487 2.10425 2.33159
H -3.00894 2.59568 1.31758
Cl 0.28619 3.80637 1.76415
C 1.12776 2.50696 0.93474
H 1.90068 2.08684 1.57308
H 1.50547 2.85884 -0.02026
O 0.02620 0.67501 2.95470
H 0.82169 0.29082 3.35286
H -0.11251 1.52411 3.40387
N -1.59437 3.64332 -6.06643
C -1.41672 3.22262 -5.01331
C -1.19037 2.69442 -3.69363
C -0.79469 1.37310 -3.52521
C -0.56625 0.90651 -2.24838
N -0.73082 1.68788 -1.17106
C -1.11047 2.96738 -1.33003
C -1.35573 3.50424 -2.57388
H -0.66032 0.71977 -4.37518
H -0.24537 -0.10868 -2.07077
H -1.21279 3.56447 -0.43440
H -1.66123 4.53597 -2.67291
*
```

ΔE to the lowest compared entry with this formula, charge and spin: 257.0 kJ/mol
HOMO (alpha / beta): -0.501 / -0.502 Ha
Orbital gap (alpha / beta): 4.2 / 4.4 eV

---

(3)
Entry from OMol25: a single C20H18N2O5 molecule in a non-equilibrium geometry (ωB97M-V with the def2-TZVPD basis set).

ORCA input file:
```
! wB97M-V def2-TZVPD RIJCOSX def2/J DEFGRID3
* xyz 0 1
O -3.38930 1.38220 -2.52714
O 2.71156 -0.43225 0.45561
O -0.86865 -2.17078 -1.72402
O -0.11808 2.12851 -1.90271
O -3.51447 3.40513 -1.48721
C -3.28466 2.07067 -1.51257
C 1.68762 -0.32212 -0.21552
C -0.28813 -1.26233 -1.20487
C 0.16326 1.08593 -1.34631
C 2.17427 -5.41134 0.12771
C -3.38527 1.23875 2.14939
C 1.86382 -4.55351 1.17729
C 2.14558 -4.90302 -1.16255
C -2.44956 0.22410 2.24363
C -3.60114 1.85445 0.88570
C 1.52939 -3.21985 0.94934
C 1.69176 -3.59591 -1.42445
C -1.68255 -0.18790 1.10966
C -2.91487 1.41088 -0.26762
C 1.40807 -2.74892 -0.35797
C -1.87714 0.40232 -0.15129
N 0.95878 -1.43666 -0.59726
N 1.29091 0.96559 -0.60661
C -0.92295 0.07823 -1.28516
C 0.83193 3.59122 1.01108
C 2.28466 2.06724 -0.51175
C 2.16023 2.85993 0.82552
H -3.57508 3.63279 -2.42249
H 2.51675 -6.43722 0.31558
H -3.96317 1.55704 3.00568
H 1.83496 -4.94621 2.18297
H 2.42474 -5.49188 -2.01630
H -2.30246 -0.32450 3.17376
H -4.31236 2.65250 0.88200
H 1.18638 -2.63830 1.79733
H 1.62260 -3.24424 -2.45102
H -0.93772 -0.96643 1.21808
H -1.49073 0.00189 -2.22178
H -0.04248 2.96300 1.16218
H 0.68664 4.27848 0.15484
H 0.92478 4.21563 1.90972
H 3.31828 1.67705 -0.56782
H 2.19057 2.72912 -1.33626
H 2.96137 3.63810 0.85478
H 2.35187 2.18262 1.70882
*
```

ΔE to the lowest compared entry with this formula, charge and spin: 39.6 kJ/mol
HOMO: -0.351 Ha
Orbital gap: 9.7 eV
SMILES: CCCN1C(=O)[C@H](c2ccccc2C(=O)O)C(=O)N(c2ccccc2)C1=O

---

(4)
Entry from OMol25: a single C20H18N2O5S molecule in a non-equilibrium geometry (ωB97M-V with the def2-TZVPD basis set).

ORCA input file:
```
! wB97M-V def2-TZVPD RIJCOSX def2/J DEFGRID3
* xyz 0 1
C -4.36194 -2.12350 -1.96365
H -3.63899 -1.33423 -2.15141
H -5.30349 -1.71596 -1.60591
H -4.52839 -2.69193 -2.87271
S -3.70728 -3.29975 -0.74420
C -3.54839 -2.22400 0.73602
C -2.11627 -2.18491 1.24518
C -1.17273 -1.46857 0.27941
N -1.41550 -0.03707 0.25741
C -1.85580 0.64832 -0.86636
O -2.04476 0.14387 -1.94709
C -2.00303 2.05867 -0.44563
C -2.42105 3.16902 -1.14935
C -2.45130 4.38531 -0.47379
C -2.07289 4.47690 0.85694
C -1.65048 3.35577 1.56550
C -1.62248 2.15024 0.89652
C -1.23206 0.79766 1.36136
O -0.82998 0.44456 2.43750
H -1.35418 3.41892 2.60070
H -2.10658 5.43518 1.35290
H -2.77501 5.27295 -0.99603
H -2.71321 3.09019 -2.18490
H -1.35240 -1.83404 -0.74183
C 0.29808 -1.76436 0.63923
O 0.61372 -2.64011 1.40491
N 1.15610 -0.95213 -0.03454
C 2.55253 -0.88216 0.05145
C 3.28918 -1.68262 0.91453
C 4.67622 -1.58461 0.97966
C 5.29070 -0.66967 0.16110
C 4.55142 0.13677 -0.70598
C 3.18554 0.05306 -0.78134
H 2.62666 0.68138 -1.45638
O 5.39794 0.95657 -1.40200
C 6.69895 0.63655 -0.95312
O 6.62342 -0.37409 0.02715
H 7.17007 1.53487 -0.52288
H 7.30401 0.28271 -1.80360
H 5.24674 -2.20561 1.64857
H 2.77490 -2.38967 1.54204
H 0.75421 -0.31136 -0.70557
H -1.74355 -3.20129 1.37821
H -2.07761 -1.68707 2.21601
H -4.20578 -2.63721 1.50053
H -3.90529 -1.23359 0.45545
*
```

ΔE to the lowest compared entry with this formula, charge and spin: 0.0 kJ/mol
HOMO: -0.287 Ha
Orbital gap: 7.0 eV
SMILES: CSCC[C@H](C(=O)Nc1ccc2c(c1)OCO2)N1C(=O)c2ccccc2C1=O

---

(5)
Entry from OMol25: a single C20H18N2O6 molecule in a non-equilibrium geometry (ωB97M-V with the def2-TZVPD basis set).

ORCA input file:
```
! wB97M-V def2-TZVPD RIJCOSX def2/J DEFGRID3
* xyz 0 1
O 2.11236 0.24852 -2.16602
O 4.42473 2.71799 -0.29311
O -1.49797 -3.33847 2.06940
O -1.36777 5.84186 2.62710
O -2.42433 3.85008 2.88789
O 3.57826 -1.49933 -1.76945
C 2.91363 -0.32986 -1.44280
C 3.29078 2.63379 0.16390
C 2.60260 3.84815 0.53176
C 1.32297 1.40787 0.93788
C -0.79500 -1.65822 0.38465
C 0.06179 -1.65580 2.67859
C -0.08487 -0.45411 0.15388
C 0.79760 -0.49461 2.44794
C -0.76537 -2.23593 1.67606
C -0.60160 4.88228 2.09189
C -1.23143 3.70045 2.32733
C 0.67752 0.12244 1.18674
C 0.65593 4.99718 1.47027
C -0.64997 2.56049 1.85462
C 1.30187 3.83042 1.04629
C 0.65885 2.57263 1.26016
N 3.19977 0.19925 -0.22837
N 2.59657 1.42773 0.30876
C -2.64507 -3.68862 1.30231
C -2.55481 5.22665 3.15346
C 1.84556 -2.78645 -2.93359
C 3.19162 -2.08363 -3.04636
H 3.16986 4.74259 0.42723
H -1.43771 -2.08018 -0.40498
H 0.06203 -2.11179 3.65433
H -0.09978 -0.02433 -0.84161
H 1.37893 -0.03016 3.22529
H 1.09623 5.96859 1.33675
H -1.21916 1.64196 2.00188
H 4.02976 -0.19062 0.19816
H -3.23490 -2.80285 1.09703
H -3.26343 -4.48824 1.75682
H -2.29999 -4.08453 0.35216
H -2.57143 5.42987 4.23360
H -3.41820 5.62848 2.63228
H 1.10972 -2.23073 -2.34306
H 1.97585 -3.80910 -2.49592
H 1.38989 -2.87271 -3.94564
H 3.87894 -2.84274 -3.38652
H 3.18130 -1.34411 -3.83687
*
```

ΔE to the lowest compared entry with this formula, charge and spin: 454.0 kJ/mol
HOMO: -0.266 Ha
Orbital gap: 7.0 eV
SMILES: CCOC(=O)Nn1c(-c2ccc(OC)cc2)c2cc3c(cc2cc1=O)OCO3

---

(6)
Entry from OMol25: a molecular structure, C20H18N3O5RuS3 (ωB97M-V with the def2-TZVPD basis set).

ORCA input file:
```
! wB97M-V def2-TZVPD RIJCOSX def2/J DEFGRID3
* xyz 2 2
Ru -0.71414 0.31968 -0.79468
O -0.78529 3.86762 -4.04670
C -0.70014 2.88145 -3.17266
O -1.33935 2.76962 -2.16109
C 0.29310 1.83422 -3.57616
C 1.06592 1.96075 -4.72571
C 1.92277 0.93565 -5.07291
C 1.94587 -0.19839 -4.27479
C 1.13840 -0.24161 -3.15352
N 0.33789 0.76990 -2.77904
C 1.03885 -1.42342 -2.26172
O 1.70553 -2.52391 -2.46665
O 0.29125 -1.38473 -1.28807
H -1.45167 4.51244 -3.75920
H 0.97945 2.85272 -5.32886
H 2.54562 1.00467 -5.95398
H 2.59234 -1.02335 -4.54453
H 2.23378 -2.52193 -3.27598
S -2.66303 -0.57084 -1.77570
C -2.73322 -1.22624 -0.18826
N -1.72893 -0.78234 0.54513
C -1.84544 -1.12295 1.88836
C -1.04896 -0.70165 2.94832
C -1.35327 -1.15915 4.21543
C -2.43124 -2.02248 4.43395
C -3.24519 -2.42181 3.39122
C -2.94860 -1.95126 2.11721
S -3.85354 -2.21447 0.64624
H -0.23682 -0.00732 2.78139
H -0.75670 -0.83350 5.05702
H -2.64520 -2.36678 5.43619
H -4.09466 -3.06805 3.56547
C -2.99278 2.40410 0.24124
O -1.65274 1.85155 0.30156
H -3.01696 3.25497 -0.43136
H -3.28994 2.68420 1.24895
H -3.63625 1.61582 -0.13465
H -1.01023 2.51244 0.58795
S 1.29610 1.20217 0.29370
C 2.09856 0.06451 1.31242
N 3.12820 0.55690 2.04519
C 3.88837 -0.17397 2.89011
C 3.63810 -1.50539 3.04923
C 2.58633 -2.06612 2.31634
C 1.82804 -1.29883 1.45916
H 3.32726 1.54543 1.94592
H 4.67347 0.36054 3.40462
H 4.24054 -2.09430 3.72353
H 2.36044 -3.11938 2.42286
H 1.01812 -1.73722 0.89750
*
```

ΔE to the lowest compared entry with this formula, charge and spin: 48.9 kJ/mol
HOMO (alpha / beta): -0.495 / -0.498 Ha
Orbital gap (alpha / beta): 6.7 / 6.4 eV

---

(7)
Entry from OMol25: a molecular structure, C20H18N3PS2Se2Tl (ωB97M-V with the def2-TZVPD basis set).

ORCA input file:
```
! wB97M-V def2-TZVPD RIJCOSX def2/J DEFGRID3
* xyz 1 1
Tl 1.62598 0.78687 -0.81017
C 6.55239 0.03392 1.54989
S 5.04826 -0.84808 2.04544
C 3.82983 0.21705 1.33909
S 4.01251 0.48443 -0.40473
N 2.91998 0.67400 2.12714
N 1.98720 1.43472 1.45129
C 1.51296 2.46331 2.02222
C 0.72310 3.41683 1.22016
C 0.03732 4.45768 1.82153
C -0.63539 5.36444 1.01357
C -0.58795 5.20037 -0.35830
C 0.12791 4.12829 -0.87693
N 0.77157 3.25562 -0.11086
H 7.36748 -0.50847 2.02480
H 6.53726 1.05343 1.92631
H 6.69786 0.01670 0.47316
H 1.75077 2.68983 3.05954
H 0.03252 4.55396 2.89895
H -1.18096 6.18874 1.45215
H -1.08823 5.88756 -1.02543
H 0.18277 3.96759 -1.94732
Se -0.90907 0.74729 -0.97025
P -0.83606 -1.48761 -0.81702
Se 1.24617 -2.01380 -0.57780
C -1.48964 -2.14768 -2.37391
C -0.78027 -1.73245 -3.50508
C -1.15056 -2.15559 -4.76627
C -2.23726 -3.00701 -4.92194
C -2.94050 -3.43110 -3.80860
C -2.57237 -3.00554 -2.53901
C -1.75551 -1.84877 0.70786
C -2.92604 -2.58822 0.83986
C -3.48730 -2.79031 2.09443
C -2.89166 -2.25802 3.22356
C -1.72412 -1.51481 3.10072
C -1.16184 -1.31148 1.85615
H 0.07669 -1.07951 -3.39701
H -0.58894 -1.82479 -5.62925
H -2.52854 -3.34144 -5.90843
H -3.78256 -4.10085 -3.91758
H -3.14046 -3.37377 -1.70531
H -3.42909 -3.01613 -0.00704
H -4.39666 -3.36942 2.17914
H -3.33121 -2.42234 4.19815
H -1.24656 -1.09988 3.97811
H -0.24177 -0.74559 1.77504
*
```

HOMO: -0.414 Ha
Orbital gap: 6.9 eV

---

(8)
Entry from OMol25: a molecular structure, C20H19AlN2O5Si (ωB97M-V with the def2-TZVPD basis set).

ORCA input file:
```
! wB97M-V def2-TZVPD RIJCOSX def2/J DEFGRID3
* xyz 0 1
Al 1.47178 -0.22128 -0.29546
C 1.19719 -2.14324 3.16879
C 1.39849 -0.68155 2.96088
N 1.55999 -0.07626 1.80359
C 1.69734 1.27169 2.06744
C 1.62377 1.48538 3.40256
N 1.43815 0.24096 3.94888
C 1.70108 2.67578 4.28696
O 1.86825 3.84677 3.70305
O 1.63068 2.52472 5.48167
C 1.90436 2.17725 0.90174
O 2.01729 3.38111 1.03902
O 1.93744 1.53338 -0.22942
H 1.15517 -2.63822 2.20168
H 0.26456 -2.33900 3.69897
H 2.01727 -2.57443 3.74475
H 1.35536 0.09048 4.94382
H 1.90999 3.76080 2.71070
C 4.12687 -2.26601 -1.06769
C 2.93054 -1.41503 -0.85385
O 2.35499 -0.93478 -1.87590
H 4.98596 -1.59378 -1.17545
H 4.02413 -2.83051 -1.99704
H 4.32210 -2.92594 -0.22389
C -2.42915 -3.26300 -3.95596
C -1.34615 -2.41450 -4.14923
C -0.89605 -1.61643 -3.10487
C -1.52265 -1.63844 -1.85118
C -2.60868 -2.50460 -1.67851
C -3.05916 -3.30977 -2.71923
Si -0.94266 -0.50767 -0.46835
C -1.69331 1.20573 -0.63442
C -1.15071 2.14554 -1.52217
C -1.71195 3.40709 -1.66937
C -2.82530 3.76143 -0.91766
C -3.37547 2.85102 -0.02571
C -2.81260 1.58703 0.11363
H -2.78059 -3.88754 -4.76819
H -0.84934 -2.37880 -5.11152
H -0.03653 -0.97361 -3.27214
H -3.11428 -2.54903 -0.71884
H -3.90332 -3.97095 -2.56596
H -1.53287 -1.06921 0.78446
H -0.27053 1.90027 -2.10587
H -1.27371 4.11797 -2.35900
H -3.25982 4.74822 -1.02359
H -4.24252 3.12584 0.56363
H -3.25541 0.88513 0.81425
*
```

ΔE to the lowest compared entry with this formula, charge and spin: 2.1 kJ/mol
HOMO: -0.317 Ha
Orbital gap: 8.6 eV